Formula: C28H36N5O3Si
Source: the Open Molecules 2025 dataset
Level of theory: ωB97M-V with the def2-TZVPD basis set

Charge = +1
Frontier orbital gap = 6.159 eV

Geometry as XYZ:
```
73
C28H36N5O3Si ωB97M-V with the def2-TZVPD basis set
C -1.58 4.39 1.50
N -1.44 2.96 1.62
C -2.53 2.16 1.83
O -3.69 2.56 1.96
C -2.04 0.71 1.87
C -2.67 -0.13 0.76
C -4.18 -0.24 0.88
C -5.00 0.26 -0.14
C -6.39 0.20 0.00
C -6.95 -0.37 1.14
C -6.13 -0.88 2.15
C -4.74 -0.82 2.01
N -0.59 0.87 1.74
C 0.24 -0.18 1.78
C 1.63 -0.08 1.64
C 2.54 -1.13 1.65
C 3.95 -0.93 1.47
C 4.52 0.37 1.33
C 5.91 0.55 1.19
N 6.42 1.87 1.08
O 7.66 2.03 0.96
O 5.62 2.84 1.10
C 6.79 -0.55 1.16
C 6.25 -1.83 1.28
C 4.87 -2.02 1.43
C -0.16 2.27 1.57
C 0.49 2.51 0.20
C 0.71 2.75 2.74
H -2.64 4.64 1.57
H -1.04 4.90 2.31
H -1.18 4.74 0.54
H -2.30 0.28 2.86
H -2.41 0.34 -0.20
H -2.20 -1.13 0.78
H -4.53 0.72 -1.01
H -7.02 0.61 -0.80
H -8.04 -0.42 1.25
H -6.56 -1.33 3.05
H -4.07 -1.21 2.79
H -0.23 -1.16 1.94
H 2.03 0.91 1.50
H 2.18 -2.15 1.82
H 3.91 1.27 1.35
H 7.85 -0.36 1.05
H 6.93 -2.68 1.25
H 4.46 -3.03 1.52
H -0.23 2.23 -0.59
H 0.75 3.57 0.09
H 1.39 1.91 0.06
H 0.14 2.63 3.67
H 1.63 2.17 2.83
H 0.97 3.81 2.60
C 3.65 -8.09 2.90
Si 1.83 -7.74 2.83
C 1.23 -7.64 1.07
C 0.84 -8.92 3.85
N 1.60 -6.05 3.54
C 2.14 -4.87 3.04
N 1.75 -3.81 3.74
C 0.95 -4.28 4.76
C 0.84 -5.66 4.65
H 3.83 -9.09 2.47
H 4.23 -7.36 2.32
H 4.02 -8.10 3.94
H 1.36 -8.63 0.61
H 0.17 -7.37 1.02
H 1.81 -6.90 0.49
H 0.97 -9.93 3.42
H 1.17 -8.96 4.90
H -0.24 -8.69 3.83
H 2.79 -4.90 2.18
H 0.50 -3.65 5.51
H 0.29 -6.37 5.24
```

Mulliken population analysis, charges in e, atoms 1 to 5: C -0.9279; N 0.2928; C 0.3393; O -0.6859; C -0.0845

***

Formula: C20H10ClN4OPbS2
Source: the Open Molecules 2025 dataset
Level of theory: ωB97M-V with the def2-TZVPD basis set

Charge = -1
Frontier orbital gap = 5.501 eV
Energy relative to the best compared isomer or geometry (same formula, charge and spin) = 0.0 kcal per mole

Geometry as XYZ:
```
39
C20H10ClN4OPbS2 ωB97M-V with the def2-TZVPD basis set
Pb -0.21 -1.82 -0.88
Cl -5.49 -0.94 5.02
C -4.52 -1.41 3.64
C -4.87 -2.57 2.91
C -4.12 -2.95 1.84
C -2.95 -2.22 1.41
O -2.25 -2.66 0.45
C -2.66 -1.02 2.13
C -1.65 -0.06 1.76
N -0.87 -0.04 0.74
C -0.17 1.14 0.43
C -0.70 2.40 0.66
C -0.09 3.55 0.18
C 1.04 3.42 -0.60
C 1.58 2.16 -0.87
C 2.77 2.04 -1.72
C 2.80 1.17 -2.98
C 1.99 -0.13 -3.06
N 1.55 -0.27 -0.48
C 1.03 0.99 -0.32
C -3.45 -0.66 3.25
H -5.74 -3.14 3.21
H -4.37 -3.84 1.27
H -1.60 0.80 2.44
H -1.65 2.49 1.18
H -0.52 4.53 0.37
H 1.52 4.29 -1.04
H 3.38 2.92 -1.84
H 4.51 0.03 -3.30
H 2.46 -0.81 -3.76
H -3.20 0.24 3.80
S 2.38 -3.18 -1.30
C 3.19 -1.74 -1.49
C 4.58 -1.84 -1.84
N 5.69 -1.94 -2.12
C 2.60 -0.43 -1.41
S 0.25 -0.18 -3.21
C 3.55 0.78 -1.61
N 4.23 0.91 -2.89
```

Mulliken population analysis, charges in e, atoms 1 to 5: Pb 0.8810; Cl -0.2707; C 0.1526; C -0.4483; C -0.6847

***

Formula: C35H48Cl2NO2P3Tc
Source: the Open Molecules 2025 dataset
Level of theory: ωB97M-V with the def2-TZVPD basis set

Charge = +2
Spin multiplicity = 4
Frontier orbital gap (alpha / beta) = 7.604 / 7.494 eV
⟨S²⟩ = 3.789

Geometry as XYZ:
```
92
C35H48Cl2NO2P3Tc ωB97M-V with the def2-TZVPD basis set
P 1.39 0.85 -2.35
C 3.08 0.94 -3.08
C 3.47 0.26 -4.25
H 2.80 -0.51 -4.63
C 4.61 0.61 -4.94
H 4.81 0.19 -5.92
C 5.49 1.59 -4.43
H 6.36 1.95 -5.01
C 5.19 2.16 -3.19
H 5.87 2.94 -2.75
C 4.02 1.84 -2.49
H 3.78 2.29 -1.52
C 0.67 -0.46 -3.38
C 0.95 -1.82 -3.04
H 1.46 -2.01 -2.09
C 0.60 -2.83 -3.92
H 0.89 -3.88 -3.63
C -0.03 -2.57 -5.12
H -0.21 -3.39 -5.85
C -0.40 -1.25 -5.41
H -0.89 -1.03 -6.36
C -0.10 -0.22 -4.53
H -0.42 0.80 -4.74
C 0.64 2.35 -3.10
C 1.18 3.01 -4.22
H 2.20 2.74 -4.53
C 0.44 3.93 -4.95
H 0.83 4.34 -5.88
C -0.85 4.29 -4.53
H -1.48 4.96 -5.14
C -1.34 3.75 -3.33
H -2.35 4.04 -2.96
C -0.62 2.80 -2.61
H -0.98 2.37 -1.67
Tc 0.45 -0.46 1.83
C -1.60 -1.13 1.67
C -2.01 -1.47 0.43
H -2.22 -1.31 2.54
C -1.02 -1.23 -0.69
O -1.68 -0.33 -1.56
H -1.42 -0.53 -2.53
C 0.29 -0.62 -0.21
H -0.83 -2.23 -1.11
C 1.03 0.50 -0.49
Cl -0.15 -1.21 4.09
Cl 2.50 0.51 2.59
P 1.65 -2.35 1.97
C 2.69 -2.67 3.47
H 2.07 -3.03 4.31
H 3.27 -1.77 3.75
H 3.38 -3.48 3.15
C 0.61 -3.84 1.96
H 0.01 -3.87 1.03
H -0.05 -3.84 2.84
H 1.27 -4.72 1.99
C 2.88 -2.57 0.65
H 3.65 -1.78 0.75
H 2.39 -2.53 -0.33
H 3.30 -3.57 0.84
P -3.63 -2.29 0.31
C -3.92 -3.12 1.89
C -3.57 -3.46 -1.04
H -3.88 -2.38 2.70
H -3.15 -3.89 2.06
H -4.91 -3.58 1.88
H -3.03 -3.02 -1.87
H -4.61 -3.66 -1.33
H -3.09 -4.39 -0.71
C -4.83 -0.99 -0.02
H -5.13 -0.55 0.93
H -5.68 -1.44 -0.53
H -4.34 -0.24 -0.64
H 2.11 1.06 -0.37
O -0.51 1.28 2.43
C -0.75 1.70 3.61
C 0.34 1.94 4.65
C 0.31 3.20 5.51
C -0.74 3.12 6.61
C -2.17 3.15 6.04
C -2.56 1.87 5.32
N -2.06 1.90 3.92
H 0.42 1.05 5.28
H 1.25 1.96 4.04
H 1.30 3.28 5.98
H 0.17 4.07 4.87
H -0.58 2.22 7.21
H -0.63 3.98 7.30
H -2.87 3.22 6.89
H -2.29 4.03 5.43
H -2.14 1.01 5.83
H -3.65 1.79 5.28
H -2.71 1.67 3.15
```

Mulliken population analysis, charges in e, atoms 1 to 5: P 1.8291; C 0.0754; C -0.0133; H 0.3234; C -0.6070

***

Formula: C3H8N4O
Source: the Open Molecules 2025 dataset
Level of theory: ωB97M-V with the def2-TZVPD basis set

Frontier orbital gap = 9.259 eV
Energy relative to the best compared isomer or geometry (same formula, charge and spin) = 51.0 kcal per mole

Geometry as XYZ:
```
16
C3H8N4O ωB97M-V with the def2-TZVPD basis set
C 2.42 0.35 0.25
N 1.62 -0.84 -0.11
C 0.17 -0.59 -0.43
C -1.96 0.24 0.06
N -2.62 0.74 1.16
O 0.13 -1.07 -1.63
N -0.60 -0.03 0.40
N -2.57 0.08 -1.05
H 1.38 -1.24 -1.31
H 1.72 -1.57 0.59
H -3.52 1.16 0.97
H -2.06 1.17 1.88
H -1.97 -0.36 -1.75
H 3.46 0.06 0.40
H 2.01 0.82 1.14
H 2.37 1.06 -0.58
```

Mulliken population analysis, charges in e, atoms 1 to 5: C -0.7609; N -0.1888; C 0.3461; C 0.3444; N -0.4060

***

Formula: C28H48N6SbSeSi4Ti
Source: the Open Molecules 2025 dataset
Level of theory: ωB97M-V with the def2-TZVPD basis set

Spin multiplicity = 2
Frontier orbital gap (alpha / beta) = 7.290 / 7.128 eV
⟨S²⟩ = 0.757
Energy relative to the best compared isomer or geometry (same formula, charge and spin) = 10.3 kcal per mole

Geometry as XYZ:
```
89
C28H48N6SbSeSi4Ti ωB97M-V with the def2-TZVPD basis set
Ti -0.81 0.21 -1.32
C 1.66 -2.65 -1.11
Sb 2.29 -0.79 -0.14
C 1.27 0.59 -1.49
C 1.90 1.92 -1.18
C 1.22 2.98 -0.57
C 1.86 4.19 -0.38
C 3.18 4.33 -0.77
C 3.80 3.22 -1.33
N 3.19 2.06 -1.53
Si 1.80 0.14 -3.27
C 1.78 1.65 -4.38
C 3.52 -0.60 -3.42
C 0.53 -1.04 -4.02
C 1.03 -0.65 1.77
C -0.28 0.08 1.77
C -0.97 0.22 2.98
C -2.19 0.86 3.06
C -2.74 1.41 1.91
C -2.03 1.27 0.75
N -0.85 0.61 0.66
Si 0.69 -2.39 2.56
C -0.98 -3.05 2.03
C 0.65 -2.39 4.46
C 2.04 -3.66 2.23
Si 2.30 0.26 2.92
C 3.81 -0.81 3.22
C 2.92 1.87 2.19
C 1.63 0.80 4.59
H 2.02 -2.57 -2.14
H -0.13 -3.82 -1.13
H 2.19 -3.48 -0.65
H 0.20 2.85 -0.23
H 1.33 5.01 0.08
H 3.71 5.26 -0.65
H 4.83 3.27 -1.63
H 2.07 2.57 -3.87
H 0.80 1.80 -4.83
H 2.49 1.50 -5.20
H 4.23 0.06 -2.92
H 3.80 -0.66 -4.47
H 3.65 -1.60 -3.01
H -0.51 -0.70 -3.88
H 0.59 -2.06 -3.66
H 0.68 -1.06 -5.11
H -0.54 -0.19 3.87
H -2.70 0.93 4.01
H -3.69 1.93 1.91
H -2.41 1.69 -0.18
H -1.59 -2.32 1.50
H -1.55 -3.37 2.91
H -0.88 -3.92 1.38
H -0.16 -1.82 4.91
H 1.59 -2.07 4.91
H 0.50 -3.43 4.75
H 2.12 -3.99 1.21
H 1.79 -4.54 2.83
H 3.02 -3.32 2.56
H 4.22 -1.21 2.30
H 3.64 -1.63 3.91
H 4.58 -0.17 3.67
H 3.48 1.74 1.27
H 3.58 2.32 2.92
H 2.11 2.57 1.99
H 1.23 0.00 5.22
H 0.87 1.57 4.49
H 2.47 1.24 5.13
N -0.88 3.15 -3.01
C -0.91 2.21 -2.31
H -1.22 3.72 -3.75
C -4.92 -0.85 -0.35
Si -4.93 0.39 -1.75
C -5.34 2.09 -1.05
C -6.25 -0.06 -2.99
Se -2.98 0.52 -2.90
H -5.87 -0.81 0.20
H -4.11 -0.67 0.35
H -4.81 -1.86 -0.74
H -6.32 2.10 -0.59
H -5.33 2.83 -1.85
H -4.62 2.41 -0.30
H -7.23 -0.07 -2.53
H -6.05 -1.05 -3.41
H -6.26 0.65 -3.82
N -3.07 -4.06 -1.23
C -2.52 -3.05 -1.15
N -1.89 -1.89 -1.06
C -0.58 -1.83 -1.07
N 0.24 -2.87 -1.06
```

Mulliken population analysis, charges in e, atoms 1 to 5: Ti -0.9136; C -1.3616; Sb 0.2367; C 2.6137; C -1.4479

***

Formula: CH3F3N2OS
Source: the Open Molecules 2025 dataset
Level of theory: ωB97M-V with the def2-TZVPD basis set

Spin multiplicity = 3
Frontier orbital gap (alpha / beta) = 5.365 / 8.473 eV
⟨S²⟩ = 2.010
Energy relative to the best compared isomer or geometry (same formula, charge and spin) = 83.3 kcal per mole

Geometry as XYZ:
```
11
CH3F3N2OS ωB97M-V with the def2-TZVPD basis set
C 0.67 -1.04 0.69
N 0.54 0.95 -1.43
N -1.49 0.18 -0.24
O 0.13 1.65 1.16
F -0.01 -1.31 1.83
F 0.41 -2.03 -0.15
F 1.94 -1.05 0.92
S 0.04 0.70 0.13
H 1.38 1.48 -1.40
H -2.15 0.90 -0.46
H -1.46 -0.43 -1.05
```

Mulliken population analysis, charges in e, atoms 1 to 5: C 0.7056; N -0.4495; N -0.5413; O -0.4648; F -0.2519

***

Formula: C5H7N2O2PS
Source: the Open Molecules 2025 dataset
Level of theory: ωB97M-V with the def2-TZVPD basis set

Frontier orbital gap = 10.088 eV
Energy relative to the best compared isomer or geometry (same formula, charge and spin) = 0.0 kcal per mole

Geometry as XYZ:
```
18
C5H7N2O2PS ωB97M-V with the def2-TZVPD basis set
N -1.91 2.91 -0.82
S -0.88 1.64 -0.91
O 0.05 1.86 -2.00
O -1.59 0.41 -0.90
P 0.15 1.84 0.97
C 0.60 -0.01 0.59
C 1.43 -0.41 -0.37
C 1.67 -1.89 -0.39
C 1.05 -2.64 0.52
C 0.17 -2.10 1.45
N 0.06 -0.78 1.59
H -2.14 3.52 -1.53
H -2.67 2.47 -0.30
H -0.92 1.51 1.68
H 1.81 0.28 -1.05
H 2.25 -2.22 -1.15
H 1.18 -3.69 0.36
H -0.32 -2.69 2.26
```

Mulliken population analysis, charges in e, atoms 1 to 5: N -0.4769; S 1.0083; O -0.6264; O -0.5615; P -0.0624

***

Formula: C21H15N4O5Ti
Source: the Open Molecules 2025 dataset
Level of theory: ωB97M-V with the def2-TZVPD basis set

Charge = -1
Spin multiplicity = 3
Frontier orbital gap (alpha / beta) = 6.057 / 6.992 eV
⟨S²⟩ = 2.019
Energy relative to the best compared isomer or geometry (same formula, charge and spin) = 4.6 kcal per mole

Geometry as XYZ:
```
46
C21H15N4O5Ti ωB97M-V with the def2-TZVPD basis set
Ti -0.23 0.17 0.53
C 3.48 2.21 1.31
C 2.26 1.36 1.38
N 1.68 0.87 0.28
N 2.24 1.03 -0.95
C 1.36 0.55 -1.81
O 0.23 0.00 -1.39
C 1.71 0.56 -3.20
C 3.03 0.59 -3.63
C 3.29 0.87 -4.98
C 2.24 1.03 -5.89
C 0.90 0.95 -5.42
C 0.66 0.65 -4.09
C 1.63 0.99 2.63
C 1.87 1.46 3.94
C 1.03 1.09 4.98
C 0.03 0.09 4.77
C -0.11 -0.40 3.51
N 0.62 0.07 2.43
H 3.29 3.08 0.66
H 4.22 1.62 0.79
H 3.77 2.51 2.31
H 3.83 0.45 -2.89
H 4.33 0.88 -5.36
H 2.43 1.25 -6.95
H 0.07 1.02 -6.13
H -0.38 0.50 -3.73
H 2.71 2.14 4.07
H 1.22 1.54 5.97
H -0.62 -0.25 5.58
H -0.79 -1.19 3.23
O -6.54 -2.99 0.49
C -5.43 -3.64 0.54
O -5.27 -4.90 0.51
C -4.16 -2.77 0.56
C -2.87 -3.34 0.52
C -1.75 -2.58 0.41
N -1.77 -1.23 0.55
C -2.99 -0.65 0.61
C -4.19 -1.38 0.64
C -2.94 0.91 0.58
O -3.89 1.69 0.51
O -1.65 1.35 0.65
H -2.70 -4.43 0.52
H -0.73 -2.98 0.26
H -5.10 -0.77 0.70
```

Mulliken population analysis, charges in e, atoms 1 to 5: Ti 0.7687; C -1.4153; C 0.8389; N 0.7476; N -1.1674

***

Formula: C5H9BN2
Source: the Open Molecules 2025 dataset
Level of theory: ωB97M-V with the def2-TZVPD basis set

Frontier orbital gap = 8.552 eV
Energy relative to the best compared isomer or geometry (same formula, charge and spin) = 56.5 kcal per mole

Geometry as XYZ:
```
17
C5H9BN2 ωB97M-V with the def2-TZVPD basis set
B 0.48 0.27 -0.26
C -1.49 -2.31 -1.79
C -1.33 -1.31 -0.92
C 0.44 -1.51 -2.11
C 1.86 1.01 -0.23
C -1.13 0.52 1.69
N -0.28 -2.48 -2.48
N -0.09 -0.72 -1.10
H -2.27 -3.04 -1.65
H -2.02 -0.67 -0.38
H 1.57 -1.46 -2.33
H 2.68 0.26 -0.43
H 1.97 1.52 0.79
H 1.80 1.74 -1.00
H -0.46 0.82 2.51
H -1.70 -0.45 1.76
H -1.71 1.36 1.14
```

Mulliken population analysis, charges in e, atoms 1 to 5: B 0.3609; C -0.5168; C -0.3252; C 0.0465; C -0.7392